Entry 1:
114
Properties=species:S:1:pos:R:3:lowdin_charge:R:1 method="wB97M-V/def2-TZVPD" lumo_ha=-0.0515 gap_ev=6.8 smiles="CCOCc1cc([PH2]=S)c(CC=O)c2nccnc12.BrCCBr.BrCCBr.BrCCBr.BrCCBr.BrCCBr.BrCCBr.BrCCBr.BrCCBr.BrCCBr.BrCCBr"
C -10.248 0.527 1.263 -0.103
C -8.605 0.393 1.225 -0.255
O -8.191 -0.425 2.376 -0.245
C -7.459 0.353 3.386 -0.194
C -5.973 0.877 2.913 -0.045
C -5.524 2.380 3.494 -0.029
C -4.051 2.997 3.123 -0.317
P -3.605 4.706 3.886 0.308
S -2.730 5.931 2.655 0.085
C -3.075 2.099 2.157 -0.085
C -1.593 2.711 1.802 -0.168
C -1.482 3.447 0.341 -0.149
O -0.254 3.474 -0.246 -0.126
C -3.467 0.594 1.548 -0.104
N -2.432 -0.063 0.680 0.070
C -2.968 -1.398 0.242 -0.115
C -4.395 -2.065 0.651 -0.060
N -5.395 -1.358 1.521 0.059
C -4.925 0.000 1.958 -0.090
H -10.591 0.176 2.342 0.089
H -10.497 1.673 1.057 0.082
H -10.752 -0.176 0.449 0.083
H -8.043 1.415 1.115 0.114
H -8.331 -0.244 0.254 0.132
H -8.100 1.319 3.660 0.133
H -7.356 -0.248 4.412 0.147
H -6.260 3.006 4.184 0.095
H -4.718 5.398 4.485 -0.023
H -2.667 4.410 4.978 -0.011
H -0.808 1.811 1.818 0.131
H -1.229 3.453 2.652 0.094
H -2.404 3.963 -0.213 0.091
H -2.268 -2.038 -0.483 -0.047
H -4.649 -3.138 0.248 0.085
Br 0.931 6.097 -4.248 0.581
C 1.648 7.104 -2.740 -0.692
C 1.073 6.613 -1.431 -0.705
Br -0.747 7.263 -1.172 0.595
H 1.444 8.160 -2.934 0.054
H 2.728 6.935 -2.773 0.020
H 1.641 7.012 -0.586 0.051
H 1.036 5.522 -1.355 0.037
Br 0.062 -5.410 -0.347 0.600
C -0.579 -5.407 -2.189 -0.689
C -0.974 -4.016 -2.629 -0.638
Br -2.702 -3.504 -1.885 0.762
H -1.400 -6.128 -2.242 0.053
H 0.262 -5.775 -2.783 0.059
H -1.109 -3.979 -3.714 0.061
H -0.257 -3.247 -2.330 0.064
Br 4.774 5.646 -0.816 0.632
C 5.099 4.737 -2.511 -0.703
C 6.575 4.502 -2.731 -0.690
Br 7.477 6.141 -3.284 0.576
H 4.635 5.345 -3.293 0.029
H 4.565 3.786 -2.430 0.064
H 6.735 3.799 -3.554 0.032
H 7.094 4.137 -1.841 0.057
Br 9.395 3.676 -5.493 0.631
C 9.243 4.426 -7.287 -0.666
C 10.132 5.637 -7.450 -0.692
Br 9.358 7.204 -6.584 0.595
H 8.184 4.640 -7.455 0.056
H 9.559 3.623 -7.959 0.061
H 10.221 5.911 -8.505 0.058
H 11.132 5.501 -7.029 0.053
Br 2.496 0.646 -7.296 0.596
C 1.780 2.453 -7.132 -0.698
C 2.793 3.484 -7.571 -0.690
Br 4.159 3.758 -6.206 0.596
H 1.457 2.575 -6.095 0.052
H 0.903 2.471 -7.786 0.058
H 2.318 4.461 -7.698 0.058
H 3.314 3.216 -8.494 0.053
Br 9.689 -1.139 -7.211 0.593
C 10.407 -0.133 -5.703 -0.706
C 9.831 -0.624 -4.394 -0.692
Br 8.011 0.027 -4.135 0.584
H 10.202 0.924 -5.897 -0.016
H 11.487 -0.302 -5.736 0.059
H 10.399 -0.224 -3.549 0.058
H 9.794 -1.714 -4.318 0.052
Br -2.844 2.661 -3.035 0.627
C -4.738 3.059 -3.271 -0.690
C -5.198 4.125 -2.304 -0.683
Br -5.438 3.394 -0.511 0.624
H -5.279 2.114 -3.166 0.052
H -4.828 3.411 -4.303 0.057
H -6.182 4.506 -2.589 0.057
H -4.500 4.962 -2.216 0.056
Br 3.839 -7.331 3.571 0.605
C 2.035 -7.373 4.311 -0.746
C 1.004 -7.045 3.256 -0.684
Br 0.953 -5.130 2.889 0.573
H 2.022 -6.684 5.160 0.054
H 1.902 -8.395 4.676 -0.023
H -0.001 -7.294 3.609 0.037
H 1.183 -7.548 2.302 0.054
Br -3.227 -8.850 4.621 0.615
C -2.751 -8.551 6.488 -0.700
C -1.369 -7.953 6.611 -0.681
Br 0.012 -9.303 6.335 0.676
H -2.855 -9.511 7.002 0.053
H -3.506 -7.857 6.867 0.061
H -1.200 -7.577 7.624 -0.015
H -1.178 -7.150 5.894 0.054
Br 1.087 -8.540 10.731 0.605
C -0.717 -8.582 11.470 -0.690
C -1.749 -8.254 10.416 -0.686
Br -1.799 -6.339 10.049 0.635
H -0.730 -7.893 12.319 0.054
H -0.851 -9.604 11.836 0.060
H -2.754 -8.502 10.769 0.063
H -1.569 -8.757 9.462 0.031

=====

Entry 2:
105
Properties=species:S:1:pos:R:3:lowdin_charge:R:1 method="wB97M-V/def2-TZVPD" lumo_ha="-0.1982 / -0.2369" gap_ev="7.9 / 7.1" de_lowest_kj_mol=0.0 s_squared=3.77 spin_multiplicity=4 total_charge=+2
Re -0.019 -1.004 1.061 1.437
C 0.213 3.911 1.697 -0.022
C -1.239 3.618 1.352 -0.604
C -1.768 4.626 0.346 -0.010
C -2.089 3.600 2.614 -0.008
O -1.228 2.274 0.757 -0.214
Si -2.458 1.540 -0.068 -0.069
S -1.792 -0.519 -0.344 0.451
O -2.745 2.195 -1.497 -0.133
C -2.208 2.230 -2.839 -0.622
C -2.670 3.548 -3.435 -0.010
C -0.685 2.169 -2.778 -0.032
C -2.775 1.048 -3.608 -0.019
O -3.751 1.573 0.883 -0.146
C -5.086 0.997 0.833 -0.619
C -6.006 2.030 1.460 -0.015
C -5.055 -0.281 1.659 -0.031
C -5.479 0.711 -0.608 -0.024
H 0.299 4.899 2.148 0.108
H 0.835 3.899 0.801 0.081
H 0.602 3.190 2.424 0.072
H -1.711 5.629 0.767 0.106
H -2.810 4.424 0.093 0.095
H -1.178 4.603 -0.572 0.084
H -2.086 4.590 3.070 0.107
H -1.689 2.894 3.348 0.080
H -3.118 3.322 2.392 0.081
H -2.265 4.390 -2.872 0.084
H -3.758 3.608 -3.412 0.097
H -2.341 3.632 -4.471 0.099
H -0.296 2.989 -2.169 0.080
H -0.266 2.263 -3.781 0.102
H -0.361 1.208 -2.367 0.057
H -3.863 1.101 -3.635 0.095
H -2.480 0.105 -3.143 0.060
H -2.406 1.058 -4.634 0.099
H -5.674 2.274 2.469 0.090
H -7.024 1.643 1.516 0.100
H -6.018 2.942 0.863 0.097
H -4.780 -0.056 2.692 0.090
H -4.340 -0.991 1.236 0.050
H -6.039 -0.748 1.664 0.101
H -5.426 1.621 -1.206 0.093
H -6.501 0.334 -0.643 0.103
H -4.824 -0.042 -1.054 0.078
N -0.927 0.141 2.660 -0.082
C -0.409 -0.085 4.041 -0.174
C 1.100 0.089 4.111 -0.081
C 1.874 -1.083 3.523 -0.581
O 2.731 -1.653 4.135 0.138
O 1.555 -1.423 2.269 -0.220
H -0.868 1.132 2.401 0.060
H -1.933 -0.035 2.635 0.091
H -0.691 -1.094 4.345 0.127
H -0.903 0.613 4.719 0.129
H 1.410 0.193 5.148 0.137
H 1.395 1.008 3.590 0.113
C -2.027 -3.274 2.390 0.008
O -0.815 -2.939 1.678 -0.269
C 0.002 -3.978 1.221 -0.181
C -0.038 -5.262 1.697 -0.018
C 0.828 -6.200 1.132 -0.664
Br 0.797 -7.970 1.761 0.837
C 1.698 -5.838 0.129 -0.048
C 1.733 -4.519 -0.344 -0.042
C 0.868 -3.571 0.203 -0.245
O 0.814 -2.307 -0.216 -0.253
C 2.654 -4.128 -1.400 -0.143
N 2.728 -2.921 -1.964 0.226
C 3.712 -2.920 -2.947 -0.153
C 4.155 -1.932 -3.818 -0.002
C 5.171 -2.286 -4.683 -0.047
C 5.724 -3.577 -4.684 -0.045
C 5.276 -4.560 -3.826 0.016
C 4.254 -4.200 -2.958 -0.149
N 3.565 -4.916 -1.982 0.217
H -2.549 -4.063 1.852 0.122
H -2.639 -2.377 2.395 0.076
H -1.783 -3.587 3.404 0.114
H -0.710 -5.560 2.490 0.122
H 2.346 -6.596 -0.288 0.111
H 2.160 -2.144 -1.639 0.145
H 3.720 -0.943 -3.828 0.115
H 5.548 -1.553 -5.382 0.118
H 6.517 -3.807 -5.382 0.120
H 5.698 -5.556 -3.835 0.126
H 3.735 -5.879 -1.739 0.177
C 4.760 0.418 -0.549 -0.023
C 3.482 1.180 -0.216 -0.611
C 3.108 2.113 -1.362 -0.026
C 3.669 1.950 1.095 -0.021
N 2.442 0.118 -0.098 -0.022
N 1.165 0.618 0.365 -0.065
H 5.591 1.114 -0.659 0.101
H 4.649 -0.135 -1.482 0.069
H 5.018 -0.284 0.247 0.096
H 3.942 2.778 -1.585 0.101
H 2.253 2.749 -1.122 0.068
H 2.877 1.541 -2.262 0.086
H 4.513 2.633 1.008 0.104
H 3.878 1.267 1.923 0.096
H 2.806 2.571 1.354 0.057
H 2.736 -0.536 0.628 0.094
H 0.699 1.095 -0.408 0.073
H 1.293 1.325 1.096 0.077

=====

Entry 3:
97
Properties=species:S:1:pos:R:3:lowdin_charge:R:1 method="wB97M-V/def2-TZVPD" lumo_ha=0.0197 gap_ev=8.5 de_lowest_kj_mol=0.0
O 0.831 -2.155 -0.103 -0.312
O -1.955 -2.120 -4.646 -0.177
C 2.041 -2.285 -0.925 -0.259
C 2.755 -3.318 -0.146 -0.072
H 2.534 -1.310 -0.999 0.087
H 1.764 -2.554 -1.943 0.091
H 2.722 -2.985 0.905 0.092
H 3.795 -3.473 -0.452 0.083
H 2.207 -4.267 -0.199 0.077
C -0.086 -3.246 -0.356 -0.328
C -0.030 -3.739 -1.768 -0.095
H -1.055 -2.846 -0.057 0.050
H 0.190 -4.014 0.385 0.107
H -0.375 -2.969 -2.493 0.085
H -0.694 -4.618 -1.862 0.092
H 0.967 -4.106 -2.081 0.075
C -3.037 -1.665 -3.827 -0.272
C -1.226 -1.152 -5.413 -0.269
C -3.703 -2.867 -3.166 -0.066
H -3.778 -1.090 -4.386 0.115
H -2.605 -1.007 -3.044 0.100
H -4.016 -3.616 -3.888 0.076
H -4.590 -2.576 -2.607 0.072
H -3.014 -3.339 -2.459 0.062
C -0.719 -1.720 -6.736 -0.077
H -0.358 -0.878 -4.807 0.098
H -1.814 -0.243 -5.614 0.118
H -0.028 -2.542 -6.587 0.070
H -0.174 -0.943 -7.292 0.077
H -1.523 -2.062 -7.389 0.074
H -0.100 0.337 -0.330 -0.015
N 1.558 0.831 1.916 0.060
C 1.531 2.125 2.268 -0.270
C 0.332 2.936 2.170 -0.041
C -0.911 2.415 1.895 -0.327
C 2.680 2.868 2.874 -0.004
H 3.567 2.877 2.228 0.089
H 2.950 2.481 3.873 0.101
H 2.363 3.906 3.015 0.081
C -2.045 3.400 2.052 0.002
H -2.500 3.338 3.053 0.090
H -2.823 3.259 1.292 0.085
H -1.627 4.413 1.949 0.085
N -1.155 1.128 1.712 0.005
C 2.742 0.098 2.206 -0.198
C 3.815 0.109 1.303 -0.211
C 3.848 1.018 0.119 -0.045
C 4.887 -0.782 1.517 -0.043
H 5.668 -0.821 0.784 0.108
C 4.883 -1.574 2.661 -0.090
H 5.707 -2.292 2.802 0.110
C 3.895 -1.463 3.627 -0.040
H 3.914 -2.056 4.528 0.108
C 2.830 -0.565 3.444 -0.198
C 1.795 -0.365 4.513 -0.053
C -2.425 0.648 2.148 -0.326
C -3.391 0.383 1.176 -0.237
C -3.142 0.748 -0.246 -0.030
C -4.605 -0.144 1.591 -0.052
H -5.355 -0.378 0.822 0.115
C -4.860 -0.334 2.936 -0.085
H -5.839 -0.755 3.263 0.113
C -3.918 0.027 3.891 -0.055
H -4.120 -0.108 4.960 0.113
C -2.695 0.584 3.533 -0.265
C -1.749 1.073 4.582 -0.032
Be 0.147 -0.030 1.595 0.005
H 3.902 0.438 -0.814 0.076
H 4.739 1.667 0.134 0.096
H 2.966 1.667 0.089 0.048
H 1.561 0.696 4.711 0.076
H 2.138 -0.798 5.461 0.085
H 0.854 -0.872 4.239 0.013
H -3.687 0.086 -0.923 0.081
H -2.083 0.696 -0.478 0.041
H -3.472 1.781 -0.443 0.086
H -0.701 0.841 4.376 0.049
H -2.000 0.588 5.538 0.089
H -1.828 2.154 4.758 0.083
H 0.439 3.963 2.424 0.090
C 0.354 0.581 -1.279 -0.191
Si 0.385 2.283 -1.933 0.437
H 1.455 0.386 -1.356 0.024
H -0.312 0.207 -2.037 0.027
C 1.607 1.687 -3.296 -0.165
C 1.019 3.697 -0.999 -0.161
C -1.341 2.357 -2.637 -0.167
H -1.750 1.373 -2.913 0.026
H -1.256 2.961 -3.549 0.034
H -2.013 2.831 -1.920 0.022
H 2.540 1.253 -2.897 0.030
H 1.842 2.605 -3.831 0.017
H 1.161 0.936 -3.966 0.029
H 1.886 3.492 -0.356 0.031
H 0.222 4.142 -0.391 0.033
H 1.324 4.411 -1.778 0.043
Br -0.829 -1.740 2.295 0.593

=====

Entry 4:
98
Properties=species:S:1:pos:R:3:lowdin_charge:R:1 method="wB97M-V/def2-TZVPD" lumo_ha=-0.0821 gap_ev=6.9 de_lowest_kj_mol=0.0 total_charge=+1
C 2.513 -1.406 -1.057 -0.329
C 1.391 0.428 -1.973 -0.312
C 3.412 -1.432 -2.124 -0.023
C 2.180 0.374 -3.121 -0.027
C 3.207 -0.563 -3.193 -0.027
H 4.226 -2.147 -2.081 0.119
H 1.973 1.085 -3.923 0.119
H 3.843 -0.604 -4.071 0.116
N 1.596 -0.425 -0.938 0.046
P 0.946 -2.738 0.849 1.035
P 0.183 2.415 -0.236 1.088
C 2.570 -2.514 0.015 -0.271
H 2.920 -3.480 -0.394 0.092
H 3.298 -2.252 0.800 0.087
C 0.217 1.406 -1.891 -0.278
H 0.284 2.137 -2.709 0.076
C -1.423 3.429 -0.232 -0.674
C 1.711 3.510 -0.116 -0.672
C -0.067 -3.787 -0.389 -0.663
C 1.212 -3.527 2.553 -0.697
C -2.508 2.587 0.468 -0.112
H -2.284 2.460 1.536 0.061
H -3.466 3.122 0.388 0.095
H -2.641 1.590 0.026 0.044
C -1.295 4.735 0.566 -0.089
H -1.022 4.545 1.615 0.075
H -0.598 5.447 0.106 0.072
H -2.291 5.205 0.570 0.095
C -1.854 3.733 -1.670 -0.083
H -2.716 4.419 -1.625 0.098
H -1.075 4.232 -2.266 0.075
H -2.186 2.822 -2.189 0.058
C 1.765 4.078 1.331 -0.099
H 1.306 3.417 2.085 0.042
H 2.816 4.216 1.620 0.088
H 1.285 5.063 1.380 0.068
C 2.970 2.648 -0.351 -0.098
H 2.984 1.744 0.269 0.033
H 3.084 2.364 -1.406 0.079
H 3.844 3.256 -0.067 0.097
C 1.663 4.631 -1.175 -0.077
H 0.957 4.469 -2.006 0.063
H 1.431 5.598 -0.711 0.075
H 2.670 4.730 -1.611 0.086
C -0.183 -3.742 3.170 -0.096
H -0.046 -4.212 4.153 0.096
H -0.707 -2.786 3.331 0.063
H -0.827 -4.402 2.572 0.073
C 1.980 -2.543 3.459 -0.105
H 2.970 -2.284 3.062 0.076
H 1.419 -1.617 3.648 0.055
H 2.122 -3.043 4.430 0.095
C 1.993 -4.848 2.464 -0.090
H 2.835 -4.811 1.755 0.080
H 2.411 -5.061 3.461 0.088
H 1.340 -5.691 2.208 0.070
C 0.251 -3.422 -1.850 -0.087
H 1.288 -3.646 -2.136 0.084
H -0.402 -4.027 -2.501 0.102
H 0.040 -2.363 -2.052 0.054
C -1.559 -3.455 -0.120 -0.105
H -1.907 -2.619 -0.754 0.053
H -2.163 -4.348 -0.347 0.092
H -1.769 -3.183 0.931 0.043
C 0.206 -5.287 -0.210 -0.098
H 1.275 -5.534 -0.308 0.085
H -0.185 -5.670 0.742 0.069
H -0.326 -5.815 -1.019 0.092
Ca -0.234 -0.155 0.861 0.958
C 1.969 0.691 2.174 -0.020
O 2.951 0.907 2.738 0.094
N -1.483 -0.126 -1.013 -0.083
C -1.180 0.487 -2.040 -0.401
C -1.895 0.378 -3.462 -0.543
C -1.404 1.398 -4.465 -0.074
C -1.568 -0.999 -4.033 -0.066
C -3.431 0.483 -3.302 -0.042
H -1.569 2.428 -4.148 0.071
H -0.348 1.252 -4.697 0.071
H -1.969 1.243 -5.388 0.093
H -1.855 -1.787 -3.325 0.072
H -2.132 -1.141 -4.965 0.094
H -0.497 -1.087 -4.255 0.082
H -3.851 1.134 -4.082 0.084
H -3.889 -0.510 -3.412 0.082
H -3.723 0.882 -2.322 0.068
C -0.476 1.823 4.419 0.004
C -1.501 0.852 3.974 -0.397
N -1.510 0.119 2.861 -0.046
C -2.705 -0.609 2.866 -0.128
C -3.401 -0.297 3.999 -0.060
N -2.616 0.615 4.687 0.110
H -0.793 2.251 5.379 0.091
H 0.507 1.352 4.558 0.077
H -0.360 2.650 3.698 0.076
H -2.946 -1.272 2.044 0.104
H -4.358 -0.637 4.337 0.115
H -2.826 1.067 5.572 0.171